{
  "formula": "C5H4O3",
  "method": "ωB97M-V/def2-TZVPD",
  "symbols": ["C", "C", "C", "C", "C", "H", "H", "H", "H", "O", "O", "O"],
  "xyz": [[2.00453, 0.36877, -0.02314], [0.56846, 0.39793, 0.64699], [-0.53600, -0.64927, -0.13621], [-1.99089, -0.21085, -0.14834], [-2.92100, 0.80898, -0.33176], [1.87829, -1.52600, -0.43438], [0.05488, 1.14933, 1.40397], [-0.42961, -1.16113, -1.18418], [-3.91820, 1.32538, -0.11943], [2.31494, -0.80377, -0.66498], [2.62543, 1.39174, 0.01440], [0.34917, -1.09112, 0.97706]],
  "forces_ev_per_a": [[-2.580, 0.857, 0.786], [-1.688, -4.474, -1.342], [1.492, 1.511, -0.081], [-5.275, 7.782, -0.073], [5.318, -7.240, 2.238], [-3.574, -4.678, 2.181], [1.657, -1.586, -1.814], [0.917, 1.003, 2.174], [1.893, -1.064, -0.704], [4.097, 6.933, -1.445], [0.689, -1.214, -0.667], [-2.946, 2.170, -1.253]],
  "homo_energy_ha": -0.36180,
  "e_lumo_ev": -0.34,
  "gap_ev": 9.50
}